Record 1
18
Properties=species:S:1:pos:R:3:nbo_charge:R:1 method="wB97M-V/def2-TZVPD" fmax_ev_per_a=2.68 spin_multiplicity=1 smiles="C=CCNC=C.O" total_charge=0 orbital_gap_ev=7.8
C 2.4177 0.1681 -1.8380 -0.554
C 1.3777 0.5137 -1.0698 0.038
N 0.7018 -0.3953 -0.2902 -0.626
C -0.3941 -0.2504 0.6259 -0.263
C 0.3992 -2.5272 1.3408 -0.516
C -0.4370 -1.4799 1.5418 -0.103
H 2.4853 -0.8966 -2.0530 0.181
H 3.1939 0.8113 -2.2138 0.212
H 1.1348 1.5498 -0.8477 0.181
H 1.0885 -1.3208 -0.3677 0.389
H -0.3570 0.6035 1.3058 0.204
H -1.2877 -0.2685 -0.0047 0.204
H -0.0079 -3.5080 1.6133 0.197
H 1.4726 -2.5807 1.5019 0.242
H -0.9628 -1.2506 2.4663 0.215
H -3.2713 4.3308 -0.4567 0.472
H -3.6434 2.8781 -0.8962 0.472
O -3.9103 3.6227 -0.3581 -0.944

Record 2
23
Properties=species:S:1:pos:R:3:nbo_charge:R:1 method="wB97M-V/def2-TZVPD" fmax_ev_per_a=5.21 spin_multiplicity=1 total_charge=0 orbital_gap_ev=9.9
C -1.2026 2.1882 -1.1420 -0.364
C -0.8923 1.7033 0.0496 -0.055
C 0.0647 -2.0508 -0.4892 -0.619
C 1.6843 -0.1182 -0.1300 -0.637
C -0.8102 -0.0985 1.7042 -0.436
C 0.2064 -0.5104 -0.4895 -0.033
N -0.8517 0.2219 0.3218 -0.471
O -3.3152 -0.4609 1.0180 -0.942
O -3.1844 0.5546 -1.2544 -0.917
S -2.8058 -0.5213 -0.3541 1.651
H -1.4051 3.2151 -1.2212 0.212
H -1.3936 1.6039 -2.0779 0.232
H -0.9173 2.2645 0.9841 0.207
H -0.1398 -2.4411 0.5506 0.207
H -0.7370 -2.3531 -1.1140 0.217
H 0.8996 -2.4884 -0.9059 0.220
H 2.0111 -0.4623 0.8143 0.216
H 1.6559 0.9938 0.2869 0.213
H 2.4171 -0.2414 -0.8640 0.227
H -0.8944 -1.2657 1.6452 0.218
H 0.1040 0.2259 2.2538 0.193
H -1.6182 0.2768 2.3241 0.248
H -0.0981 -0.2630 -1.5038 0.212

Record 3
37
Properties=species:S:1:pos:R:3:nbo_charge:R:1 method="wB97M-V/def2-TZVPD" fmax_ev_per_a=3.17 spin_multiplicity=9 total_charge=0 orbital_gap_ev="4.8 / 5.6"
Fe 1.0859 1.8656 0.8586 -0.002
Cl 0.9353 4.6098 4.0384 -0.001
Cl 4.4810 3.9117 -1.3117 -0.002
C 4.9209 -3.2222 1.2304 -0.638
C 4.0761 -2.2415 0.4565 -0.069
C 2.9818 -2.8260 -0.5380 -0.062
O 2.1775 -1.7486 -1.0798 -0.526
C 1.3859 -2.1925 -2.1377 -0.249
N 3.2983 -1.4503 1.3823 -0.795
H 4.2863 -3.8859 1.8177 0.209
H 5.6993 -2.6433 1.7274 0.221
H 5.4147 -3.8519 0.4903 0.212
H 4.6207 -1.5822 -0.2194 0.190
H 2.4513 -3.5384 0.0937 0.155
H 3.4908 -3.4177 -1.2988 0.163
H 0.8808 -1.3480 -2.6065 0.193
H 0.5175 -2.7288 -1.7550 0.159
H 1.8716 -2.8428 -2.8652 0.165
H 4.0452 -0.9093 1.7942 0.340
H 3.1927 -2.0771 2.1673 0.335
C -4.7695 3.2540 -1.4917 -0.621
C -3.6597 2.9006 -0.4525 -0.070
C -3.9278 1.5961 0.3085 -0.063
O -2.7363 0.9805 0.8702 -0.561
C -2.9935 -0.2147 1.6835 -0.256
N -2.3554 2.8097 -1.1361 -0.819
H -5.7787 3.3429 -1.0897 0.209
H -4.7899 2.4299 -2.2048 0.198
H -4.6005 4.2094 -1.9886 0.214
H -3.6697 3.7068 0.2810 0.188
H -4.2222 0.8206 -0.3987 0.164
H -4.5721 1.8002 1.1637 0.178
H -2.2705 -0.2098 2.4992 0.200
H -2.9338 -1.1260 1.0886 0.171
H -4.0080 -0.2437 2.0811 0.166
H -2.4467 2.3299 -2.0201 0.348
H -2.0791 3.7330 -1.4384 0.355

Record 4
23
Properties=species:S:1:pos:R:3:nbo_charge:R:1 method="wB97M-V/def2-TZVPD" fmax_ev_per_a=2.70 spin_multiplicity=2 total_charge=+2 orbital_gap_ev="9.1 / 3.7"
C 0.0325 -1.7325 0.5296 -0.220
N 0.7561 -0.3410 0.6478 -0.544
C 0.0043 0.8095 1.2207 -0.245
C 0.9768 2.0302 1.0912 -0.623
S 0.6980 2.9988 -0.4023 0.767
C -0.9869 -1.8074 -0.5965 -0.067
N -0.2214 -1.7880 -1.8362 -0.870
C -1.8313 -3.0443 -0.2644 -0.650
H -0.4830 -1.9177 1.4905 0.233
H 0.7526 -2.5361 0.4375 0.258
H 1.5089 -0.6177 1.2785 0.462
H -0.1428 0.6258 2.2829 0.276
H -1.0093 0.9288 0.8230 0.262
H 1.9919 1.7240 1.3110 0.296
H 0.7781 2.8343 1.8222 0.316
H -0.5346 3.4761 -0.0743 0.177
H -1.5779 -0.8450 -0.6014 0.185
H -0.6712 -1.1606 -2.4913 0.384
H 0.9227 -0.1761 -0.3494 0.455
H -0.0769 -2.6529 -2.3419 0.410
H -1.2372 -3.8990 0.0836 0.237
H -2.5218 -2.9505 0.5760 0.246
H -2.4620 -3.2125 -1.1368 0.255

Computed ΔE to the lowest compared entry with this formula, charge and spin (kJ/mol) in order:
462.9 254.2 247.2 154.5